P) The following is a DFT calculation (wB97M-V/def2-TZVPD) of an isolated molecule of C6H11N.

SMILES: CCC(C#N)CC
Molar mass, g/mol: 97.16
Gap between HOMO and LUMO, eV: 11.653
LUMO energy, eV: 0.963
Charge: 0

Geometry (Å):
C  2.66741  0.06594  -0.29351
C  1.28292  0.70890  -0.27564
C  0.17321  -0.14946  0.33022
C  -0.04593  -1.35012  -0.40909
N  -0.41655  -2.24392  -1.03896
C  -1.39460  0.55164  0.27539
C  -2.55710  -0.36170  0.32621
H  3.40738  0.75116  -0.71905
H  2.68787  -0.85310  -0.88814
H  2.99649  -0.18828  0.71765
H  1.29621  1.64081  0.29602
H  0.99089  0.96787  -1.29655
H  0.43339  -0.41580  1.36731
H  -1.41730  1.19275  1.14980
H  -1.45584  1.15365  -0.63552
H  -2.63056  -0.95192  1.23425
H  -3.32754  0.44321  0.43136
H  -2.69032  -0.96163  -0.57176


Q) The following is a DFT calculation (wB97M-V/def2-TZVPD) of a structure of composition C6H11N.

Molar mass, g/mol: 97.16
Gap between HOMO and LUMO, eV: 9.456
LUMO energy, eV: 1.111
Charge: 0

Geometry (Å):
C  -0.33695  0.55406  -0.72569
C  -1.05645  0.18281  0.38749
C  -0.04564  1.98020  -1.08565
C  2.04216  -0.97614  0.29439
C  -1.63392  -1.20923  0.51626
C  1.25874  -0.69295  -0.76242
N  0.38479  -0.39752  -1.57328
H  0.22729  0.12518  1.76111
H  -1.76562  0.94852  0.69127
H  0.95163  2.27343  -0.74386
H  -0.06477  2.12618  -2.16757
H  -0.77636  2.65246  -0.63758
H  3.03493  -0.54040  0.26629
H  1.02443  -0.26265  1.52988
H  2.10789  -2.02614  0.55687
H  -0.93162  -1.97868  0.19586
H  -2.54427  -1.36108  -0.06636
H  -1.87625  -1.39807  1.56300


R) The following is a DFT calculation (wB97M-V/def2-TZVPD) of an isolated molecule of C6H11N.

SMILES: CCC(C)(C)C#N
Molar mass, g/mol: 97.16
Gap between HOMO and LUMO, eV: 10.526
LUMO energy, eV: 0.758
Charge: 0

Geometry (Å):
C  -0.01457  -0.40172  2.08538
C  -0.81208  0.12171  0.89986
C  -0.02557  0.20569  -0.45551
C  -0.98764  0.75780  -1.54207
C  1.08331  -1.11430  -0.95539
C  1.06234  1.09989  -0.30094
N  2.11698  1.55464  -0.27323
H  0.26233  -1.44758  1.93333
H  -0.59936  -0.35076  3.00982
H  0.89894  0.18339  2.23212
H  -1.14815  1.15430  1.12481
H  -1.72683  -0.46656  0.76677
H  -1.30699  1.78001  -1.26743
H  -0.49608  0.83102  -2.51341
H  -1.89105  0.14935  -1.64440
H  1.70450  -0.96096  -1.93581
H  1.93960  -1.43547  -0.23065
H  -0.05967  -1.66044  -0.93328


S) The following is a DFT calculation (wB97M-V/def2-TZVPD) of an isolated molecule of C6H11N.

SMILES: CCC(C)(C)C#N
Molar mass, g/mol: 97.16
Gap between HOMO and LUMO, eV: 12.197
LUMO energy, eV: 0.802
Charge: 0

Geometry (Å):
C  -2.10331  0.11723  0.13333
C  -0.81096  0.43207  -0.63658
C  0.49691  0.07008  0.10342
C  1.69739  0.61051  -0.68601
C  0.64264  -1.44713  0.29803
C  0.47887  0.71939  1.43172
N  0.44398  1.22617  2.47153
H  -2.55237  -0.83054  -0.17687
H  -2.84891  0.90206  -0.01888
H  -1.92544  0.06237  1.21310
H  -0.76987  1.50071  -0.88001
H  -0.78845  -0.10033  -1.59732
H  1.62705  1.69541  -0.80995
H  2.63917  0.37898  -0.17974
H  1.71475  0.14736  -1.67867
H  1.57897  -1.68048  0.81534
H  -0.18283  -1.86824  0.88041
H  0.66242  -1.93560  -0.68285


Going by the computed energies, the most stable comes first: S), P), R), Q).


P) The following is a DFT calculation (wB97M-V/def2-TZVPD) of an isolated molecule of C6H11N.

SMILES: CCC[C@@H](C)C#N
Molar mass, g/mol: 97.16
Gap between HOMO and LUMO, eV: 12.285
LUMO energy, eV: 0.947
Charge: 0

Geometry (Å):
C  -2.47721  -0.20537  -1.04930
C  -1.46835  -0.04211  0.08700
C  -0.02313  -0.23658  -0.37498
C  1.03474  -0.07246  0.73234
C  2.49360  -0.20837  0.23829
C  1.02158  1.26434  1.34381
N  1.17474  2.33954  1.74417
H  -3.49900  -0.05532  -0.68655
H  -2.29609  0.52416  -1.84723
H  -2.42473  -1.20665  -1.49352
H  -1.57084  0.95667  0.52954
H  -1.69838  -0.76148  0.88534
H  0.09926  -1.24820  -0.78558
H  0.21093  0.46384  -1.18619
H  0.83080  -0.82129  1.51079
H  2.56751  -0.84763  -0.64144
H  2.89640  0.77508  -0.03443
H  3.12818  -0.61819  1.02793


Q) The following is a DFT calculation (wB97M-V/def2-TZVPD) of an isolated molecule of C6H11N.

SMILES: [H]/N=C1\CCC[C@H]1C
Molar mass, g/mol: 97.16
Gap between HOMO and LUMO, eV: 10.922
LUMO energy, eV: 1.075
Charge: 0

Geometry (Å):
H  -0.90296  2.54562  0.18336
N  0.06944  2.29464  0.33972
C  -0.15806  1.05522  0.20354
C  -1.58166  0.54485  -0.19410
C  -1.47354  -0.94189  0.07769
C  -0.00616  -1.23859  -0.25499
C  0.79069  -0.10806  0.40636
C  2.22879  0.07129  -0.08267
H  -2.42830  1.02094  0.33757
H  -1.77019  0.75378  -1.26220
H  -1.65985  -1.10755  1.14619
H  -2.17476  -1.55189  -0.49389
H  0.30999  -2.22982  0.06663
H  0.13028  -1.15579  -1.34320
H  0.82283  -0.28948  1.49338
H  2.82598  -0.82271  0.14043
H  2.26422  0.23399  -1.16520
H  2.71326  0.92544  0.40137


Going by the computed energies, the most stable comes first: P), Q).


P) The following is a DFT calculation (wB97M-V/def2-TZVPD) of an isolated molecule of C6H11N.

SMILES: C=C/C(C)=C(\C)N
Molar mass, g/mol: 97.16
Gap between HOMO and LUMO, eV: 7.907
LUMO energy, eV: 0.955
Charge: 0

Geometry (Å):
C  -0.52888  2.00816  1.70970
C  -0.57182  0.78034  1.16992
C  0.04191  0.38305  -0.08749
C  0.65744  1.47198  -0.91963
C  0.08500  -0.94362  -0.40375
C  -1.05405  -1.89691  -0.20918
N  1.18368  -1.47986  -1.03394
H  -0.92799  2.17599  2.70138
H  0.02288  2.83154  1.27577
H  -1.43052  0.23991  1.56924
H  -0.00324  2.33549  -0.97435
H  0.76305  1.12172  -1.94391
H  1.64391  1.81319  -0.58700
H  -1.75599  -1.44785  0.48894
H  -0.73780  -2.86298  0.18726
H  -1.54230  -1.98554  -1.16968
H  1.99181  -0.88456  -1.04974
H  1.32938  -2.47260  -1.05101


Q) The following is a DFT calculation (wB97M-V/def2-TZVPD) of a cluster of 2 separate species, C6H11N in total.

SMILES: [H]/N=C/C=C\C.C=C
Molar mass, g/mol: 97.16
Gap between HOMO and LUMO, eV: 10.074
LUMO energy, eV: 0.788
Charge: 0

Geometry (Å):
H  -1.51387  2.78237  0.13772
N  -1.29258  1.79413  0.03495
C  -1.00811  1.43431  -1.14683
C  -0.68712  0.06701  -1.50495
C  -0.87424  -1.01856  -0.74603
C  -1.41755  -1.03106  0.63307
H  -0.97930  2.13186  -2.00087
H  -0.28592  -0.05218  -2.50405
H  -0.60343  -1.98054  -1.15784
H  -2.00525  -1.92650  0.80814
H  -2.00853  -0.13601  0.81514
H  -0.59068  -1.02529  1.33967
C  1.96831  0.37012  0.59969
C  2.45218  -0.71470  1.16621
H  1.14405  0.92274  1.02235
H  2.37137  0.75487  -0.32335
H  2.05788  -1.10427  2.09201
H  3.27277  -1.26829  0.73497


Going by the computed energies, the most stable comes first: P), Q).


P) The following is a DFT calculation (wB97M-V/def2-TZVPD) of the ion C4H12NO with charge +1.

SMILES: CC[C@H]([NH3+])CO
Molar mass, g/mol: 90.15
Gap between HOMO and LUMO, eV: 12.170
LUMO energy, eV: -3.274
Charge: +1

Geometry (Å):
C  0.88541  1.96901  -1.43370
C  1.08885  0.93974  -0.33192
C  -0.02930  -0.10922  -0.29383
N  -1.25683  0.45043  0.42712
C  0.35142  -1.26140  0.63218
O  -0.83735  -1.98295  0.88436
H  1.38085  1.68427  -2.36037
H  1.27460  2.93879  -1.14244
H  -0.17600  2.03615  -1.68110
H  2.02320  0.37864  -0.38110
H  1.12141  1.38109  0.66898
H  -0.29365  -0.49103  -1.27495
H  -0.94588  1.03589  1.19880
H  -1.83134  1.07750  -0.11996
H  -1.74161  -0.35307  0.85419
H  1.11061  -1.89586  0.17508
H  0.76430  -0.86594  1.56711
H  -0.64364  -2.75303  1.42817


Q) The following is a DFT calculation (wB97M-V/def2-TZVPD) of a cluster of 2 separate species, C4H12NO in total.

Molar mass, g/mol: 90.15
Gap between HOMO and LUMO, eV: 9.163
LUMO energy, eV: -4.170
Charge: +1

Geometry (Å):
C  -0.16731  0.15361  -1.07161
C  -0.12657  -1.35019  -1.32895
C  -0.30090  -2.18408  -0.07097
C  0.68137  -3.13384  0.17602
N  0.96862  0.59061  -0.15809
H  -1.08974  0.48813  -0.72353
H  -0.02511  0.61267  -2.08451
H  0.86448  -1.55520  -1.73475
H  -1.08008  -1.54575  -1.94542
H  -1.12683  -1.87279  0.63091
H  0.88687  -3.52935  -0.81841
H  0.90790  -3.46321  1.30124
H  1.56374  -0.38697  -0.02795
H  -1.16120  4.26031  2.99218
H  1.75213  1.21935  -0.62591
H  0.67782  1.26690  0.66480
H  -1.97651  5.16672  2.07232
O  -1.24868  5.26307  2.75263


Going by the computed energies, the most stable comes first: P), Q).